Here is C33H80F2N9O9S2Tl as an isolated structure from OMol25. Energies are from the ωB97M-V functional and the def2-TZVPD basis.

```
136
Properties=species:S:1:pos:R:3:forces:R:3:mulliken_charge:R:1
Tl 16.98896 11.06915 14.12774 -0.511 0.374 0.044 0.882
N 16.58026 14.26609 16.01146 3.683 -0.826 -1.556 0.034
S 18.26674 14.41468 15.76684 -0.957 1.116 2.862 0.943
O 19.06691 13.37956 16.38515 -1.187 0.700 -0.765 -0.556
O 18.69619 15.78550 15.85972 -0.501 -1.047 0.093 -0.689
F 18.28695 14.14674 14.26088 -0.370 -0.727 -1.458 -0.126
S 16.02095 14.13690 17.43340 -1.712 2.418 0.960 0.686
O 14.59783 14.15555 17.29012 -0.751 -0.551 -0.050 -0.701
O 16.51022 15.07594 18.40921 0.829 -0.631 0.020 -0.447
F 16.29638 12.74477 18.08088 0.689 -0.819 -0.202 -0.208
C 12.51980 16.51530 17.50769 -1.103 -0.070 -0.929 -0.817
C 11.63572 15.26651 16.99061 2.343 1.144 0.902 0.888
N 10.88985 14.78868 18.04156 -0.384 -1.468 2.237 0.435
C 11.46541 13.91246 19.08256 0.350 -0.714 -0.962 -0.376
C 11.43936 12.34704 18.63953 0.672 1.526 -0.570 -0.886
C 9.48733 15.12191 18.19100 0.566 -0.515 0.661 -0.206
C 8.90931 16.04419 17.15086 -1.351 -1.243 -0.583 -1.546
H 11.79122 17.27675 17.78707 0.148 0.235 0.041 0.282
H 13.12126 16.86786 16.66303 0.127 -0.022 0.281 0.175
H 13.11425 16.26047 18.37189 0.252 -0.322 -0.026 0.039
H 10.91512 15.64140 16.30233 0.282 0.077 -1.259 0.773
H 12.41592 14.55900 16.66523 -0.628 -0.009 -0.357 -1.339
H 10.84374 14.03251 19.95227 -0.371 -0.089 0.402 0.570
H 12.47472 14.27840 19.41313 -0.632 -0.508 -0.796 -0.101
H 10.44120 11.94470 18.77010 -0.162 0.027 -0.069 0.392
H 12.13901 11.71516 19.18776 -0.005 0.306 0.291 0.309
H 11.74633 12.24669 17.56997 -0.340 0.232 0.748 0.085
H 8.97310 14.14690 18.25014 -0.356 0.252 -0.406 0.397
H 9.29910 15.52357 19.20915 0.263 0.169 -0.369 0.346
H 7.84340 15.93743 17.33006 -0.326 0.760 0.189 0.434
H 9.22080 17.06816 17.13701 0.211 0.536 0.441 0.364
H 8.93854 15.69234 16.11528 0.509 -0.267 0.112 0.393
C 14.30580 18.34502 22.35192 1.001 0.171 -0.495 -1.622
C 14.43917 17.71604 20.93204 -0.445 1.266 1.621 0.254
N 15.11948 18.63225 20.10052 1.123 0.063 -0.202 0.132
C 14.72784 20.00275 20.13088 -1.406 0.289 -1.111 -0.851
C 13.25708 20.19788 19.58379 0.118 -0.876 -0.061 -0.569
C 15.53007 18.03772 18.87017 1.220 0.527 -0.302 1.408
C 16.57289 18.87489 18.12375 -0.421 0.410 -0.538 -1.813
H 15.27317 18.85521 22.57012 -0.735 -0.161 -0.145 0.415
H 14.28254 17.54976 23.04992 -0.442 -0.808 0.908 0.474
H 13.47319 19.04032 22.54919 0.297 -0.411 -0.399 0.322
H 15.02395 16.80957 20.95311 0.178 -0.407 0.211 0.273
H 13.46442 17.45508 20.52071 -0.549 -0.165 -0.114 0.000
H 14.71743 20.33404 21.14508 0.281 0.374 0.568 0.480
H 15.41379 20.60759 19.55181 0.217 -0.018 0.017 0.461
H 13.10178 20.95265 18.81724 0.407 0.001 -0.128 0.325
H 12.87726 19.22594 19.20848 0.198 0.534 -0.058 -0.089
H 12.60004 20.45810 20.39246 -0.322 0.173 0.489 0.330
H 14.61618 17.90815 18.29744 -0.234 -0.438 -0.833 -0.309
H 15.98721 17.07318 19.09386 -0.418 -0.054 -0.093 -0.389
H 17.16746 18.35976 17.39416 0.050 -1.119 -0.257 0.396
H 17.32230 19.26264 18.80595 -0.182 0.439 0.236 0.365
H 16.12004 19.64530 17.48686 0.039 0.333 0.633 0.459
C 18.51214 14.04933 24.29075 -0.947 -1.673 0.664 -1.172
C 18.37962 12.75054 23.42788 0.164 2.042 0.171 -1.096
N 17.00107 12.42699 23.14942 -1.694 -2.192 0.242 0.579
C 16.51665 13.05583 21.85832 1.364 1.323 0.526 -0.656
C 15.11209 12.90672 21.39798 -0.155 0.361 0.216 -0.724
C 16.43367 11.42176 23.78608 3.672 2.174 -1.907 0.118
C 17.07558 10.61149 24.83605 -2.182 -1.315 0.594 -1.531
H 17.98464 14.89672 23.85827 -0.394 -0.173 0.164 0.317
H 19.52858 14.33359 24.29239 1.273 0.202 0.151 0.461
H 18.21533 13.80769 25.35013 0.073 0.643 -1.049 0.270
H 18.84500 12.96850 22.47273 0.205 -0.358 -0.114 0.451
H 18.80873 11.89209 23.88810 0.755 -0.341 0.256 0.632
H 16.65794 14.12425 22.07531 0.222 -0.098 -0.253 0.441
H 17.27703 12.78460 21.10099 -0.540 -0.142 0.492 0.454
H 14.79596 11.88806 21.50017 -0.194 -0.618 -1.026 0.245
H 14.51150 13.39900 22.13891 -0.692 0.791 0.110 0.479
H 15.02574 13.41570 20.39018 -0.130 -0.964 1.135 -0.280
H 25.06186 9.09422 7.56447 0.009 -0.001 -0.003 0.229
H 15.48765 11.16036 23.52317 -2.633 -0.358 -0.979 0.763
H 17.58503 11.30110 25.45581 0.802 0.127 1.099 0.489
H 17.65638 9.66240 24.62879 -0.423 1.423 -0.463 0.264
H 16.13432 10.23341 25.33718 1.329 0.222 0.275 0.369
C 16.85598 13.31860 11.27794 -1.462 -0.305 0.124 0.082
O 16.36084 12.43283 12.01600 0.938 0.837 -0.340 -0.552
N 18.10506 13.36822 10.84241 0.205 1.398 -0.847 0.249
C 18.49472 14.37951 9.83825 -0.373 -0.291 -1.171 -1.014
C 19.12030 12.49310 11.31943 0.636 -0.583 1.228 -0.595
H 16.20861 14.14785 10.88618 0.362 -0.614 0.290 0.271
H 19.03879 15.23236 10.23999 -0.021 -0.117 0.321 0.335
H 17.61142 14.74644 9.27382 0.355 -0.184 0.703 0.365
H 19.12116 13.92326 9.04094 -0.236 0.015 0.725 0.356
H 19.30819 11.67503 10.64701 0.043 -0.384 -0.515 0.344
H 20.08984 13.00432 11.49176 -0.732 -0.053 -0.010 0.337
H 18.75516 12.04259 12.26050 0.470 0.311 -0.398 -0.128
C 13.45022 12.32018 14.59042 1.167 -0.316 0.003 0.045
O 14.59318 11.83168 14.60818 -0.183 -0.109 -0.111 -0.558
N 12.68200 12.38458 13.50459 -1.570 1.048 0.996 0.177
C 13.16149 12.03795 12.20117 -0.674 -2.042 -0.604 -0.878
C 11.32172 13.01260 13.55475 1.066 -0.637 -1.279 -0.912
H 13.09918 12.73128 15.54796 -0.552 0.037 -0.385 0.282
H 14.12098 11.55701 12.27824 0.264 -0.085 0.115 0.206
H 13.28504 12.88950 11.57741 -0.057 0.918 -0.506 0.338
H 12.45450 11.30216 11.70614 0.654 0.910 0.538 0.278
H 10.96679 13.09553 14.55041 0.198 0.736 1.136 0.276
H 11.32817 13.94568 12.94858 -0.144 -0.520 0.685 0.295
H 10.59046 12.31445 13.15218 0.157 -0.076 -0.595 0.361
C 16.15155 9.38890 21.49596 0.820 -0.301 -0.674 0.093
O 16.65933 10.49628 21.40334 0.644 -0.587 -0.028 -0.605
N 16.76291 8.20300 21.54339 -0.365 -0.174 -0.603 0.174
C 15.98819 6.97192 21.55692 -0.677 1.144 -1.653 -0.946
C 18.18695 8.10930 21.41744 0.656 0.049 0.696 -0.851
H 15.10157 9.27998 21.49128 -1.740 -0.116 0.193 0.330
H 16.20879 6.32435 20.70530 0.643 -0.126 0.352 0.350
H 14.96330 7.24596 21.32973 -0.373 0.014 0.454 0.307
H 16.05803 6.51897 22.50192 0.114 -1.005 1.043 0.356
H 18.53470 9.13048 21.69908 0.431 -0.987 -0.452 0.219
H 18.49548 7.33568 22.14718 0.320 0.546 -0.303 0.352
H 18.52837 7.76904 20.41304 -0.307 0.518 0.569 0.278
C 14.07385 16.95560 11.77847 -0.796 0.876 -1.284 0.036
O 14.24386 15.90075 11.20597 0.341 -0.803 -0.020 -0.523
N 14.56537 17.34141 12.93507 1.822 -0.131 2.223 0.288
C 14.36030 18.61820 13.55792 0.216 0.931 -0.691 -0.989
C 15.68856 16.59454 13.52500 -1.046 -0.912 0.214 -0.475
H 13.51017 17.76814 11.32089 -0.618 0.170 -0.264 0.304
H 13.75115 19.28334 12.99406 -0.709 0.242 -0.960 0.389
H 15.25865 19.20106 13.72669 0.704 -0.306 -0.262 0.374
H 13.90284 18.61359 14.50781 -0.693 -0.797 1.312 0.274
H 15.39803 16.17523 14.53328 0.545 0.501 -0.993 0.119
H 15.87934 15.75573 12.82844 0.173 0.410 0.586 -0.229
H 16.52586 17.29146 13.58495 0.146 -0.327 0.210 0.419
C 22.18421 14.10060 19.57253 -0.155 1.498 0.524 0.126
O 23.17932 13.63978 19.08176 0.612 -1.167 -0.097 -0.581
N 21.37771 14.96400 18.94946 -1.138 0.822 -1.992 0.137
C 20.40127 15.79955 19.64787 2.122 -0.267 0.656 -0.703
C 21.59075 15.16459 17.49106 0.090 -0.575 1.117 -0.473
H 21.86444 14.03263 20.61604 0.235 -0.676 0.578 0.264
H 20.73022 16.84861 19.65917 -0.156 -0.161 -0.224 0.300
H 20.52303 15.45154 20.66826 -0.593 0.176 0.490 0.214
H 19.38812 15.73238 19.32755 -0.741 -0.314 -0.543 0.216
H 22.28390 15.98562 17.32252 0.038 0.177 -0.053 0.346
H 22.08768 14.23013 17.14191 -0.716 0.770 -0.133 0.291
H 20.60711 15.39621 17.07402 0.499 -0.246 -0.269 -0.122
```
Forces are in eV/Å.

Calculated values
**Frontier orbital gap**: 0.78 eV
**Net charge**: +2
**Strongest force on any atom**: 4.674 eV Å⁻¹